1.
{
  "formula": "C19H18N6O2PdS2",
  "method": "ωB97M-V/def2-TZVPD",
  "s_squared": 2.01,
  "homo_ev": [-7.6, -8.1],
  "multiplicity": 3,
  "elements": ["C", "H", "C", "S", "N", "H", "H", "C", "C", "N", "C", "H", "H", "Pd", "O", "H", "S", "C", "H", "C", "H", "C", "C", "C", "C", "N", "H", "H", "C", "C", "C", "C", "C", "C", "N", "O", "N", "N", "C", "H", "H", "H", "H", "C", "H", "H", "H", "H"],
  "positions_angstrom": [[-0.93042, -3.24381, -1.95022], [-2.25608, -3.42477, 1.95523], [2.03433, 2.57675, 0.64760], [1.12572, -0.92551, 4.53899], [0.35972, -2.14031, 0.22736], [-1.30327, 0.67155, -5.48466], [-1.98056, -0.45024, -3.34300], [1.65207, 1.29950, 1.08437], [-1.34368, -2.87093, 1.75619], [-0.83545, -1.73439, 6.09612], [-1.03360, 2.75338, -2.85678], [-1.77576, -0.46786, -0.87710], [-0.83622, 3.66699, -3.40507], [0.99466, -1.09182, 2.16347], [-2.00928, 0.66582, 1.49950], [3.70175, 3.83419, 0.23600], [-0.98543, 1.53740, 0.99535], [-1.16478, 1.58054, -0.77077], [-2.62007, 1.82632, -5.31274], [-1.41388, 1.60911, -3.54830], [-2.41410, -3.87008, -0.51851], [-1.55329, 0.42854, -1.44213], [-0.40569, -1.71221, 4.82016], [0.87070, -2.02126, -0.99133], [-0.91233, 2.74673, -1.47394], [-0.72335, -2.26626, 2.69343], [4.55608, -0.11375, 1.66187], [1.79702, -1.46356, -1.06451], [3.87334, 0.66917, 1.35474], [0.26432, -2.56221, -2.11383], [-1.58038, 1.62898, -5.04300], [4.32944, 1.89457, 0.91923], [3.38060, 2.85421, 0.56651], [-0.80534, -2.78830, 0.39440], [-1.19136, -2.32055, 3.95141], [-0.92058, 2.90806, 1.42992], [0.40350, 0.77476, 1.24092], [2.57565, 0.37572, 1.42589], [-1.47677, -3.35572, -0.68253], [-0.96777, 2.40609, -5.49884], [0.71930, -2.43989, -3.08631], [-1.43737, -3.67904, -2.80164], [-0.64428, 3.64576, -0.93595], [-1.67347, 0.44864, -2.81989], [1.28426, 3.31802, 0.42195], [-1.75615, -2.09300, 6.28332], [-0.36045, -1.18469, 6.78708], [5.38871, 2.09935, 0.87003]]
}

***

2.
{
  "formula": "C19H18N7O5S6SbW",
  "method": "ωB97M-V/def2-TZVPD",
  "homo_ev": -7.6,
  "elements": ["O", "C", "N", "H", "S", "C", "C", "S", "C", "H", "H", "H", "O", "H", "C", "H", "C", "C", "H", "S", "C", "H", "O", "C", "H", "H", "N", "O", "C", "N", "H", "C", "S", "C", "Sb", "H", "C", "H", "C", "O", "C", "C", "H", "H", "N", "H", "H", "W", "N", "S", "C", "C", "H", "C", "S", "N", "N"],
  "positions_angstrom": [[-1.65246, -3.19721, -0.78444], [-0.62161, -4.01079, 1.58939], [4.76264, -2.20780, -0.58009], [-3.25304, 2.77744, 0.41232], [-2.16884, -0.61055, 0.59775], [1.30528, 1.35679, -4.51244], [-1.49263, 3.23467, 1.26186], [-2.03576, -1.35461, -3.43208], [-0.13254, 3.19739, -3.91086], [-0.16207, -3.62686, 5.35374], [-0.51317, 4.18742, -4.12598], [5.00737, -3.16802, -0.38074], [0.64846, -1.12654, 0.87349], [2.04211, 0.90862, -5.16754], [0.55852, -3.03439, 3.42971], [1.07739, 3.16364, 2.86240], [0.52711, 2.59773, 0.83130], [-1.29929, 4.82789, 3.18401], [-1.35236, 5.85904, 2.82100], [-0.17659, -1.99965, -3.04304], [3.38637, -1.94116, -0.47223], [1.19332, 4.49077, 1.68075], [1.46820, 2.00617, 0.35125], [-0.28357, -3.73152, 4.28381], [-2.23621, -5.36581, 2.02533], [-1.36368, 2.90611, -2.14128], [-0.78697, 2.47682, 0.44876], [-0.55070, 0.48247, -1.56456], [-0.61092, 2.51364, -2.80740], [-2.82943, 3.29387, 1.17875], [1.16959, 3.18123, -5.61871], [-1.28591, -4.56408, 3.78924], [2.89199, -2.46379, 1.15379], [-1.46799, -4.71728, 2.42380], [-3.77962, -0.64809, -1.24785], [1.32884, -2.37953, 3.81598], [0.38202, -3.18790, 2.06549], [-0.65476, 4.80855, 4.06224], [-0.09503, 1.24965, -2.57418], [-0.44861, -5.34641, -0.67033], [0.61412, 3.61501, 1.98311], [1.29118, -0.68408, -3.00120], [-1.92664, -5.09803, 4.47773], [-3.35705, 4.01097, 1.63845], [1.57793, -0.85288, -1.60820], [5.11600, -1.90529, -1.47698], [2.05744, -1.11832, -3.63978], [-0.32738, -1.15708, -0.76327], [2.82302, -1.39437, -1.46633], [-0.57754, -4.01976, -0.16909], [0.81638, 2.62728, -4.75924], [0.85046, 0.65976, -3.39880], [-2.29288, 4.51615, 3.50784], [1.11915, -2.46932, 0.95610], [-4.15748, 1.53168, -1.62263], [-0.78591, 3.91638, 2.19685], [0.66372, -3.01603, -0.31696]]
}

***

3.
{
  "formula": "C19H18O6",
  "method": "ωB97M-V/def2-TZVPD",
  "homo_ev": -8.3,
  "smiles": "COc1ccc(C(=O)C[C@@H]2OC(=O)c3c2ccc(OC)c3OC)cc1",
  "elements": ["C", "C", "H", "O", "C", "O", "H", "C", "C", "H", "C", "C", "H", "H", "H", "H", "C", "O", "C", "H", "C", "C", "C", "H", "O", "C", "H", "H", "H", "C", "H", "C", "H", "C", "O", "C", "C", "C", "H", "H", "H", "H", "O"],
  "positions_angstrom": [[-0.61526, 0.63699, -1.83089], [1.17048, 1.77447, -0.88782], [4.78926, -2.46318, 1.26648], [0.11306, 2.70579, 2.00689], [3.06271, 0.81127, 0.14466], [-0.85938, 1.96896, -1.97503], [0.23405, 4.34471, 0.12389], [-1.99550, -0.85684, 1.10495], [-3.58447, 0.54492, -0.03851], [5.23286, -0.95924, 0.42421], [-2.78842, 1.64260, 0.18071], [-0.45538, 3.54583, -0.15087], [-2.61877, -3.25663, -0.18356], [0.51501, 3.47219, -2.08910], [1.40371, -3.21209, 0.35713], [0.57334, -3.80401, -1.10596], [-3.57659, -3.06327, 0.30797], [3.25775, -1.59649, 0.33141], [2.37060, 1.95078, -0.24575], [-3.11487, 2.60778, -0.17424], [2.58310, -0.47468, -0.07805], [-3.18203, -0.72586, 0.38542], [4.46747, -1.44885, 1.03440], [2.25315, -3.22335, -1.20810], [0.72747, -1.82060, -1.03234], [1.28785, -3.07700, -0.72027], [4.00313, 0.94227, 0.65407], [-0.29695, 0.16387, 1.90763], [-4.51708, 0.63089, -0.57229], [-0.61047, 2.60770, 1.03922], [-1.41022, 3.97155, -0.45417], [0.67969, 0.49618, -1.14012], [-3.49070, -3.27163, 1.37975], [-1.58000, 1.51253, 0.86942], [-1.37057, -0.19700, -2.23952], [-1.22256, 0.25617, 1.35795], [0.13627, 2.76122, -1.34413], [1.34858, -0.66349, -0.74590], [4.32784, -0.89191, 1.96595], [-1.66343, -1.81943, 1.45956], [2.76715, 2.92935, -0.03223], [-4.34195, -3.70768, -0.12169], [-4.00992, -1.74479, 0.06889]]
}

***

4.
{
  "formula": "C19H19AsCaN5O2S5Sb",
  "method": "ωB97M-V/def2-TZVPD",
  "homo_ev": -2.5,
  "charge": -2,
  "elements": ["C", "C", "C", "C", "H", "H", "O", "C", "H", "C", "H", "N", "N", "H", "C", "C", "N", "S", "As", "H", "C", "C", "H", "C", "H", "S", "H", "H", "C", "C", "H", "H", "C", "N", "H", "H", "C", "H", "H", "Ca", "N", "S", "C", "C", "S", "O", "C", "H", "H", "S", "Sb", "C", "H"],
  "positions_angstrom": [[5.08480, -0.07876, 1.33352], [-0.85685, 1.64274, -1.69384], [1.49955, -1.07217, -4.87139], [1.10347, -0.50885, -3.66420], [6.04722, -0.00201, 1.82660], [3.69324, 0.12533, -1.74758], [-3.25366, -3.08431, 0.89332], [3.94392, -0.34965, 2.07421], [2.49134, -2.71639, -5.83421], [2.61080, -0.27087, 0.06642], [1.26673, -0.56481, -5.80034], [-3.90481, -2.59552, 1.85511], [-4.78391, 0.76792, 2.25429], [2.99091, -3.87451, -3.69877], [0.97892, 3.75186, -1.31443], [-0.29499, 4.00524, -1.80899], [-5.78787, -1.01671, 3.39573], [-3.38262, -0.26773, 4.41346], [0.82965, -0.44133, -0.71962], [2.28295, -2.87904, -1.56185], [2.46350, -2.92774, -3.69533], [-4.53232, -0.52831, 2.88434], [-2.19370, 3.17236, -2.36293], [3.76145, -0.00555, -0.67312], [-6.00303, -0.52993, 4.25869], [-0.60887, -2.23131, 2.76546], [2.31669, 2.23912, -0.60333], [-5.65012, -1.99906, 3.61476], [-1.19587, 2.97055, -1.99265], [1.38825, -1.14677, -2.46272], [1.67900, 4.56121, -1.14692], [1.81868, -0.67162, 2.02038], [1.33601, 2.44527, -1.01417], [-3.59998, 1.25276, 1.63099], [0.56111, 0.42847, -3.65666], [-5.06753, 1.40316, 2.99500], [2.06269, -2.36564, -2.49201], [4.00295, -0.48455, 3.14709], [5.88401, 0.30067, -0.62642], [-1.96378, -0.68659, 0.71817], [-3.93245, -1.29689, 1.85276], [-0.49058, 1.34215, 2.31477], [2.18338, -2.27942, -4.89142], [4.99423, 0.09138, -0.04327], [-2.01931, 0.34655, -1.94763], [-4.45289, -3.31489, 2.69908], [0.44301, 1.39895, -1.21132], [-3.86033, 1.89582, 0.89548], [-2.95530, 1.70238, 2.28173], [-0.09139, 0.04719, 6.00621], [-0.95028, -0.27137, 3.93390], [2.70932, -0.45058, 1.44337], [-0.59535, 5.02177, -2.03976]]
}

***

5.
{
  "formula": "C19H19AsF3NRuS",
  "method": "ωB97M-V/def2-TZVPD",
  "homo_ev": -14.6,
  "charge": 2,
  "elements": ["H", "F", "C", "C", "C", "H", "C", "H", "H", "C", "H", "H", "C", "H", "H", "S", "H", "C", "Ru", "C", "F", "H", "C", "F", "H", "C", "C", "H", "H", "As", "C", "H", "C", "N", "C", "C", "H", "H", "C", "C", "C", "C", "H", "H", "H"],
  "positions_angstrom": [[5.10918, 2.14794, -1.73494], [-1.42016, -0.62100, 2.03959], [0.61254, -3.89035, -3.23171], [0.39428, -3.64386, -4.58574], [-1.58429, -3.17867, -0.65492], [0.59743, -2.66120, -4.99806], [-0.27937, -5.92970, -4.89626], [-0.21680, -7.17512, -3.15095], [1.64683, -2.01947, -2.84470], [-0.64849, 1.62564, -0.84675], [-2.50357, -2.70974, -0.30854], [-0.20151, -4.47446, -6.46942], [1.79860, 1.76236, -1.25232], [-2.84688, 1.98479, -0.65801], [-2.40813, 4.27863, -1.84188], [-0.02444, 3.81113, -1.99610], [-1.82001, -3.98785, -1.34626], [4.17632, 1.69103, -1.43248], [-0.04260, -0.02905, -0.10706], [-0.12043, -0.32906, 1.85506], [0.22558, 0.70053, 2.59594], [2.95905, 3.34004, -2.10665], [-1.87871, 2.32778, -0.99218], [0.62064, -1.39360, 2.16113], [0.58586, -5.37211, -1.67119], [-1.67327, 3.52498, -1.60278], [-0.04832, -4.66256, -5.41545], [-2.51315, -0.80793, -2.66801], [-1.04482, -0.47597, -3.62682], [-0.52418, -1.89059, -1.61506], [1.06216, -2.77919, -2.32545], [1.62808, -3.14286, -1.46693], [0.38664, -5.16532, -2.71732], [1.80992, 0.53527, -0.66966], [-0.05682, -6.18239, -3.54918], [0.44693, 2.32010, -1.34902], [2.90088, -1.06648, 0.04385], [-1.82921, -2.07503, -3.72258], [4.17302, 0.44836, -0.82147], [2.96063, -0.10310, -0.44729], [2.97418, 2.36045, -1.64845], [-1.59619, -1.23206, -3.07214], [-1.02223, -3.57116, 0.19052], [5.08840, -0.09197, -0.62951], [-0.61956, -6.72460, -5.54577]]
}

***

6.
{
  "formula": "C19H19AuF4IN2O2",
  "method": "ωB97M-V/def2-TZVPD",
  "homo_ev": -11.4,
  "charge": 1,
  "elements": ["H", "H", "C", "H", "F", "C", "C", "H", "C", "H", "F", "C", "C", "C", "H", "C", "F", "O", "H", "C", "C", "H", "H", "H", "C", "O", "H", "H", "H", "H", "I", "F", "Au", "C", "C", "C", "C", "C", "H", "H", "C", "C", "H", "C", "H", "N", "N", "H"],
  "positions_angstrom": [[-3.21845, 0.25960, -1.57544], [-4.27581, -0.23016, -0.25901], [2.14181, -0.38272, 1.65684], [-2.97527, -2.12156, -0.52389], [0.15023, 0.10742, 4.63931], [0.25756, 5.33238, -1.23568], [1.45951, 7.20702, -0.35584], [-1.62140, -0.27817, 3.45834], [0.98677, -0.28528, 2.44718], [-1.09722, -2.99424, 0.84855], [2.59121, 0.26011, 5.64607], [-3.39180, 0.36360, -0.50627], [0.67865, 4.57200, -0.14618], [-2.01086, -1.60632, -0.56504], [-0.88983, -3.35472, -0.85810], [2.46510, 0.04840, 4.33774], [2.00370, -0.59452, 0.33883], [0.71722, 2.40718, 0.88513], [4.57604, 0.04209, 3.96502], [1.18858, -0.04282, 3.80875], [-3.62841, 1.81813, -0.14779], [0.06767, -2.07334, -0.11787], [-0.36994, 4.88361, -1.99371], [-3.38175, -1.37861, 1.62173], [3.58569, -0.04772, 3.54195], [-0.56555, 2.63036, -0.84249], [1.81588, 4.52987, 1.67685], [0.33506, 7.24899, -2.18677], [-1.36612, -1.88740, 2.79099], [-1.84582, -1.31084, -1.60068], [2.04839, 9.19655, -0.51250], [4.45831, -0.34947, 1.37785], [-0.59123, 0.91202, 0.41423], [0.65129, 6.65259, -1.34296], [-1.45512, -0.82810, 2.53498], [3.40604, -0.25511, 2.18746], [1.88181, 6.45329, 0.73479], [-2.64692, -0.57134, 1.61287], [-4.56920, 2.12060, -0.60761], [-3.73603, 1.98208, 0.92463], [0.26597, 3.18304, -0.03572], [1.49301, 5.13138, 0.83791], [2.50946, 6.89705, 1.49427], [-0.90867, -2.54676, -0.12573], [-3.14766, 0.33526, 1.94361], [-2.23927, -0.32101, 0.19386], [-0.24111, -0.46010, 1.81241], [-2.84864, 2.47001, -0.53258]]
}